A structure of composition C14H38BBr2N2O10V2 at a distorted geometry, computed with ωB97M-V with the def2-TZVPD basis set.

The lowest unoccupied orbital energy is 3.84 eV. The relative energy (zero: lowest compared OMol25 entry of this formula, charge and spin) is 1.553 eV.

The geometry in ORCA input format:
```
! wB97M-V def2-TZVPD RIJCOSX def2/J DEFGRID3
* xyz -3 1
O -4.163 2.706 -0.010
V -4.154 1.126 -0.352
O -5.221 0.380 0.614
O 0.902 -4.594 -2.967
V -0.633 -4.484 -2.562
O -0.743 -5.165 -1.091
O -8.082 -4.698 -4.291
C -7.461 -5.934 -3.792
C -5.999 -5.769 -3.319
O -5.102 -4.815 -3.887
H -7.554 -6.726 -4.535
H -8.116 -6.270 -2.988
H -5.451 -6.692 -3.131
H -6.177 -5.324 -2.340
O -6.214 1.033 -4.364
C -6.876 2.108 -5.060
C -8.166 1.847 -5.995
O -8.357 0.547 -6.504
H -6.058 2.521 -5.650
H -6.959 2.900 -4.315
H -8.129 2.487 -6.876
H -9.064 2.241 -5.519
B -1.076 -0.864 -2.129
H -1.135 0.165 -1.810
H -0.138 -1.271 -1.783
H -1.897 -1.323 -1.601
H -1.083 -1.017 -3.197
Br 2.838 3.444 -6.275
C 1.601 1.876 -5.876
C 1.755 0.551 -6.695
Br 3.460 -0.258 -6.236
H 0.584 2.264 -5.941
H 1.783 1.634 -4.829
H 1.794 0.895 -7.729
H 0.939 -0.172 -6.672
C 8.534 1.435 4.497
C 8.007 2.174 3.205
C 6.953 1.365 2.480
O 6.076 2.206 1.626
C 4.852 1.578 1.305
N 7.451 3.409 3.578
H 9.010 0.511 4.169
H 7.691 1.235 5.160
H 9.348 1.851 5.091
H 8.843 2.345 2.526
H 6.300 1.009 3.277
H 7.381 0.484 2.003
H 4.139 1.476 2.124
H 5.038 0.559 0.967
H 4.296 2.147 0.561
H 6.775 3.611 2.855
H 8.116 4.167 3.520
C -1.119 -1.369 4.673
C -1.013 0.141 4.703
C 0.334 0.400 5.395
O 0.361 0.299 6.851
C 1.448 0.979 7.425
N -0.967 0.657 3.364
H -1.332 -1.723 5.681
H -0.292 -1.846 4.148
H -2.001 -1.633 4.088
H -1.814 0.583 5.296
H 0.515 1.429 5.086
H 1.207 -0.082 4.957
H 1.155 2.007 7.640
H 2.316 0.991 6.766
H 1.593 0.478 8.382
H -0.206 0.165 2.918
H -0.646 1.615 3.386
*
```

Löwdin population analysis, charges in e, atoms 1 to 8:
1. O -0.56
2. V 0.91
3. O -0.53
4. O -0.55
5. V 0.85
6. O -0.55
7. O -0.27
8. C -0.36